Molecular formula: C7H8
Method: DFT, wB97M-V/def2-TZVPD

**SMILES string**: C=C=C1C[C@H]1C=C
**E**: -7384.083 eV

```
! RIJCOSX wB97M-V def2-TZVPD def2/J DEFGRID3
* xyz 0 1
C 2.1933 0.6669 2.2413
C 1.4280 0.6976 1.1870
C 0.7450 0.7436 0.0996
C 0.6543 0.6479 -1.3810
C -0.5675 0.6854 -0.4620
C -1.5386 -0.3844 -0.0641
C -1.7078 -1.6310 -0.5639
H 2.6765 1.6526 2.5957
H 2.2721 -0.2731 2.8029
H 0.9951 1.4634 -1.9872
H 0.9353 -0.3903 -1.8880
H -1.2091 1.6896 -0.4985
H -2.1819 -0.1011 0.7597
H -2.5030 -2.1866 0.0337
H -1.1577 -2.2478 -1.3709
*
```

***

Molecular formula: C7H8
Method: DFT, wB97M-V/def2-TZVPD

**SMILES string**: C#CC(C)=C=CC
**E**: -7385.208 eV

```
! RIJCOSX wB97M-V def2-TZVPD def2/J DEFGRID3
* xyz 0 1
C -3.0854 -0.1075 -0.1671
C -1.9433 0.2055 -0.3983
C -0.5597 0.5006 -0.6650
C -0.0859 0.5557 -2.0994
C 0.2730 0.5912 0.3489
C 1.1145 0.4546 1.3356
C 1.6194 -0.9252 1.6953
H -4.0850 -0.4082 0.0541
H -0.5884 1.3450 -2.6666
H -0.3043 -0.4007 -2.5867
H 0.9935 0.7237 -2.1340
H 1.4344 1.3094 1.9306
H 1.5904 -1.5727 0.8140
H 0.9821 -1.3753 2.4645
H 2.6446 -0.8960 2.0741
*
```

***

Molecular formula: C7H8
Method: DFT, wB97M-V/def2-TZVPD

**SMILES string**: C=C=C=C1C[C@@H]1C
**E**: -7383.243 eV

```
! RIJCOSX wB97M-V def2-TZVPD def2/J DEFGRID3
* xyz 0 1
C -3.7512 -0.1353 -0.9220
C -2.4551 -0.2204 -0.7176
C -1.3279 -0.1958 -0.0910
C -0.0772 0.0023 0.1744
C 0.8459 1.0741 -0.2685
C 1.3376 0.1536 0.8252
C 2.4605 -0.8802 0.7054
H -4.5963 -0.5788 -0.5414
H -3.9558 0.6905 -1.5708
H 1.3184 0.7172 -1.2812
H 0.6285 2.1131 -0.2560
H 1.1640 0.6436 1.8782
H 3.3976 -0.5549 1.1956
H 2.5904 -0.9961 -0.3044
H 2.4208 -1.8329 1.1741
*
```

***

For each record above, in turn, the calculated gap between HOMO and LUMO values are 10.10, 9.83, 9.14 eV.
For each record above, in turn, the calculated HOMO values are -9.022, -8.837, -8.541 eV.
For each record above, in turn, the calculated energy relative to the best compared isomer or geometry (same formula, charge and spin) values are 107.6, 81.6, 126.9 kcal per mole.